Record 1
{
  "formula": "C5H9N",
  "method": "ωB97M-V/def2-TZVPD",
  "species": ["N", "C", "C", "C", "C", "C", "H", "H", "H", "H", "H", "H", "H", "H", "H"],
  "xyz": [[1.88, 0.65, -0.92], [-0.29, -0.59, -0.32], [-1.37, 0.04, 0.30], [1.02, -0.05, 0.04], [-2.74, 0.05, -0.14], [1.71, -0.32, 1.18], [-0.28, -1.09, -1.33], [-3.28, 1.02, -0.05], [-3.31, -0.71, 0.48], [-2.83, -0.30, -1.23], [2.80, -0.23, 1.08], [-1.23, 0.58, 1.24], [1.01, -0.92, 1.93], [1.29, 1.27, -1.49], [2.72, 1.13, -0.59]],
  "nbo_charge": [-0.888, -0.539, -0.410, 0.225, -0.617, -0.672, 0.173, 0.168, 0.150, 0.164, 0.177, 0.164, 0.203, 0.355, 0.349],
  "max_force_ev_per_a": 2.96,
  "e_lumo_ev": [4.592, 4.482],
  "s2": 0.7550,
  "homo_ev": [0.95, -2.50],
  "multiplicity": 2,
  "e_above_lowest_ev": 1.397,
  "mol_weight_g_mol": 83.13,
  "e_tot_ha": -250.532476,
  "charge": -1
}

=====

Record 2
{
  "formula": "C2H10N4S2",
  "method": "ωB97M-V/def2-TZVPD",
  "species": ["S", "S", "N", "N", "N", "N", "C", "C", "H", "H", "H", "H", "H", "H", "H", "H", "H", "H"],
  "xyz": [[-3.53, -1.54, -2.81], [-1.18, -2.13, 1.45], [2.65, 1.72, 0.64], [-2.98, -0.47, -1.76], [0.08, -0.10, 0.36], [1.69, 1.22, 1.53], [-0.97, -0.95, 0.30], [1.14, -0.12, 1.40], [-1.62, -0.98, -0.57], [-5.02, -1.40, -2.97], [2.92, 2.61, 0.97], [1.14, 1.92, 1.91], [1.96, -0.75, 1.23], [-3.54, 0.29, -1.58], [-2.06, -2.84, 0.66], [3.43, 1.12, 0.34], [0.18, 0.60, -0.35], [0.54, -0.32, 2.37]],
  "nbo_charge": [0.498, 0.288, -0.375, -0.944, -0.531, -0.170, 0.013, -0.091, 0.318, 0.140, 0.432, 0.424, 0.249, 0.370, 0.223, 0.446, 0.441, 0.269],
  "max_force_ev_per_a": 4.41,
  "e_lumo_ev": [-8.195, -10.855],
  "homo_ev": [-16.58, -14.49],
  "e_above_lowest_ev": 6.750,
  "mol_weight_g_mol": 154.26,
  "e_tot_ha": -1096.794820,
  "charge": 2
}

=====

Record 3
{
  "formula": "C38H33GeN8PbS3Se4",
  "method": "ωB97M-V/def2-TZVPD",
  "species": ["Pb", "Se", "Se", "Se", "Se", "Ge", "S", "S", "S", "N", "N", "N", "N", "N", "N", "N", "N", "C", "C", "C", "C", "C", "C", "C", "C", "C", "C", "C", "C", "C", "C", "C", "C", "C", "C", "C", "C", "C", "C", "C", "C", "C", "C", "C", "C", "C", "C", "C", "C", "C", "C", "C", "C", "C", "C", "H", "H", "H", "H", "H", "H", "H", "H", "H", "H", "H", "H", "H", "H", "H", "H", "H", "H", "H", "H", "H", "H", "H", "H", "H", "H", "H", "H", "H", "H", "H", "H", "H"],
  "xyz": [[2.29, -2.80, 0.83], [4.57, -4.85, -1.81], [3.70, -2.84, -2.58], [4.15, -1.42, -0.79], [3.08, -5.38, -0.10], [-0.81, 0.86, -1.44], [3.66, -2.27, 3.29], [-2.15, -3.56, 4.25], [-2.00, -5.14, -1.91], [0.47, -2.93, 4.57], [1.27, -0.34, 2.40], [-0.47, -3.74, -0.40], [1.88, -0.27, 3.47], [-0.32, -3.54, 2.45], [3.52, 1.65, 3.49], [0.26, -3.82, -2.63], [4.15, 0.36, 3.42], [-1.49, -4.21, 0.39], [-3.06, 4.25, -0.20], [-3.80, -1.81, -2.84], [-2.26, 0.02, -2.45], [2.86, 1.87, -4.26], [-0.78, 0.11, 3.70], [-1.50, -3.89, 1.83], [0.66, 1.29, -2.64], [-4.31, -1.16, -3.95], [-0.14, -0.11, 2.48], [3.11, 2.35, -0.14], [-2.16, 0.25, 3.74], [-0.85, -0.17, 1.28], [-2.22, 4.84, 0.73], [0.93, 2.60, -3.02], [-0.59, -4.16, -1.62], [2.87, 4.38, 1.11], [2.02, 2.89, -3.83], [-2.41, -4.99, -0.24], [1.50, 0.27, -3.10], [-0.51, -3.34, 3.72], [3.28, -0.57, 3.34], [-2.24, -0.05, 1.35], [-0.99, 4.26, 1.02], [-2.89, 0.15, 2.56], [3.32, 1.65, 1.04], [-3.80, 0.08, -4.32], [-2.78, -1.22, -2.09], [-1.42, 2.51, -0.59], [3.32, 2.31, 2.27], [3.08, 3.69, 2.29], [2.88, 3.72, -0.12], [2.59, 0.56, -3.90], [-2.66, 3.09, -0.86], [-0.59, 3.11, 0.36], [-2.78, 0.66, -3.58], [-0.15, -0.35, -0.04], [-2.60, -3.95, 2.63], [0.37, 2.67, 0.59], [-3.61, -4.17, 2.36], [3.25, -0.24, -4.22], [-2.66, 0.41, 4.68], [-4.02, 4.69, -0.42], [4.07, 2.22, 4.11], [0.25, -4.41, -3.44], [2.23, 3.92, -4.11], [3.72, 2.10, -4.88], [-3.97, 0.25, 2.58], [3.13, 1.81, -1.08], [0.92, -0.16, 0.06], [3.52, 0.59, 1.00], [-5.10, -1.62, -4.53], [1.32, -0.76, -2.81], [0.30, 3.41, -2.66], [-4.17, -2.79, -2.55], [-2.82, -0.09, 0.44], [-2.38, -1.76, -1.23], [-2.38, 1.61, -3.89], [-2.53, 5.74, 1.25], [1.20, -3.55, -2.34], [1.42, -2.86, 4.22], [-3.33, 2.64, -1.58], [0.34, -3.02, 5.56], [3.07, 4.21, 3.24], [-0.33, 4.71, 1.75], [-4.19, 0.58, -5.19], [2.68, 5.45, 1.14], [-0.18, 0.15, 4.60], [-3.25, -5.50, 0.19], [2.70, 4.26, -1.04], [-0.26, -1.38, -0.39]],
  "mulliken_charge": [1.159, -0.204, -0.226, -0.284, -0.548, 2.100, -0.514, -0.295, -0.287, -0.154, 1.327, 0.294, -1.098, -0.053, -0.039, -0.209, -0.839, -0.655, -0.695, -0.841, -0.033, -0.597, -0.297, 0.178, -0.221, -0.578, -0.407, 0.037, -1.017, 1.744, -0.619, -0.612, 0.104, -0.501, -0.579, -0.308, 0.060, 0.445, 0.380, -0.413, -0.958, -0.840, 0.040, -0.802, 0.240, 0.148, 0.115, -0.843, -0.478, -0.646, -0.577, 0.239, -0.574, 0.373, -0.483, 0.096, 0.436, 0.401, 0.358, 0.395, 0.313, 0.239, 0.410, 0.371, 0.460, 0.345, 0.066, 0.019, 0.379, 0.212, 0.394, 0.404, 0.219, 0.238, 0.430, 0.367, -0.029, -0.026, 0.389, 0.208, 0.355, 0.466, 0.389, 0.400, 0.493, 0.465, 0.410, -0.731],
  "max_force_ev_per_a": 0.30,
  "e_lumo_ev": 2.040,
  "homo_ev": -4.36,
  "e_above_lowest_ev": 0.000,
  "mol_weight_g_mol": 1293.59,
  "e_tot_ha": -14976.158772,
  "charge": -1
}

=====

Record 4
{
  "formula": "C3HO3",
  "method": "ωB97M-V/def2-TZVPD",
  "species": ["O", "O", "O", "C", "C", "C", "H"],
  "xyz": [[1.42, -1.57, 0.14], [-0.94, 1.04, 0.74], [1.43, 0.63, -0.36], [0.91, -0.48, -0.02], [-0.83, 1.39, -0.51], [-0.62, -0.12, -0.01], [-1.39, -0.90, 0.02]],
  "nbo_charge": [-0.727, -0.473, -0.764, 0.727, 0.292, -0.210, 0.156],
  "max_force_ev_per_a": 3.52,
  "e_lumo_ev": 4.368,
  "homo_ev": -4.42,
  "e_above_lowest_ev": 2.886,
  "mol_weight_g_mol": 85.04,
  "e_tot_ha": -340.576472,
  "charge": -1
}

=====

Record 5
{
  "formula": "CH2P2S3",
  "method": "ωB97M-V/def2-TZVPD",
  "species": ["S", "S", "S", "P", "P", "C", "H", "H"],
  "xyz": [[2.65, 2.33, 0.01], [1.30, -0.55, -0.97], [0.41, -2.10, -0.06], [-1.41, -1.54, 0.61], [1.92, 0.71, 0.72], [-1.54, 0.02, 0.11], [-2.44, 0.56, 0.10], [-0.89, 0.56, -0.52]],
  "nbo_charge": [-0.358, -0.184, -0.165, 0.617, 0.549, -0.912, 0.232, 0.221],
  "max_force_ev_per_a": 2.06,
  "e_lumo_ev": -1.605,
  "homo_ev": -8.81,
  "e_above_lowest_ev": 1.475,
  "mol_weight_g_mol": 172.18,
  "e_tot_ha": -1916.558964
}

=====

Record 6
{
  "formula": "C22H25N3",
  "method": "ωB97M-V/def2-TZVPD",
  "species": ["N", "N", "N", "C", "C", "C", "C", "C", "C", "C", "C", "C", "C", "C", "C", "C", "C", "C", "C", "C", "C", "C", "C", "C", "C", "H", "H", "H", "H", "H", "H", "H", "H", "H", "H", "H", "H", "H", "H", "H", "H", "H", "H", "H", "H", "H", "H", "H", "H", "H"],
  "xyz": [[-0.17, 0.31, -1.01], [0.22, 2.06, 1.21], [1.57, -2.29, 1.94], [2.93, -1.89, 1.58], [-4.54, 1.94, 2.38], [-1.23, 0.70, -0.12], [1.35, -2.41, 3.41], [-0.13, -1.51, -2.62], [-2.56, 0.22, -0.36], [2.82, 1.88, -2.48], [2.29, 3.14, -2.86], [-2.10, 1.93, 1.79], [-1.05, 1.57, 0.95], [-3.63, 0.64, 0.44], [1.98, 1.00, -1.77], [0.63, 1.28, -1.64], [-3.41, 1.47, 1.54], [0.10, 2.51, -2.14], [0.49, -1.58, 1.21], [0.66, -3.32, -0.64], [0.19, -2.84, -2.97], [0.62, -3.73, -2.00], [0.97, 3.42, -2.74], [0.02, -1.08, -1.29], [0.33, -1.98, -0.25], [2.16, -2.95, 3.90], [3.08, -1.87, 0.46], [-1.92, 2.59, 2.66], [-4.62, 0.21, 0.18], [0.98, -4.04, 0.10], [0.86, -4.76, -2.27], [3.87, 1.65, -2.54], [3.70, -2.51, 2.07], [0.20, -3.18, -4.02], [3.10, -0.87, 1.94], [0.85, 1.99, 0.38], [0.57, 4.38, -3.07], [0.64, -0.50, 1.28], [-0.41, -0.79, -3.40], [-5.29, 1.20, 2.52], [-0.94, 2.73, -2.06], [2.88, 3.89, -3.31], [-2.74, -0.50, -1.15], [2.35, 0.06, -1.43], [0.42, -2.95, 3.58], [0.25, 2.95, 1.71], [1.30, -1.39, 3.83], [-0.49, -1.81, 1.69], [-4.17, 2.13, 3.40], [-4.98, 2.88, 1.95]],
  "nbo_charge": [-0.499, -0.837, -0.457, -0.416, -0.629, 0.062, -0.404, -0.178, -0.179, -0.183, -0.242, -0.288, 0.233, -0.262, -0.249, 0.151, 0.003, -0.238, -0.247, -0.191, -0.229, -0.224, -0.198, 0.137, -0.033, 0.202, 0.205, 0.207, 0.213, 0.230, 0.214, 0.216, 0.202, 0.215, 0.162, 0.402, 0.215, 0.194, 0.217, 0.219, 0.225, 0.211, 0.219, 0.225, 0.201, 0.384, 0.166, 0.220, 0.213, 0.222],
  "max_force_ev_per_a": 2.54,
  "e_lumo_ev": 0.825,
  "homo_ev": -7.35,
  "e_above_lowest_ev": 0.000,
  "mol_weight_g_mol": 331.46,
  "e_tot_ha": -1017.571699
}

=====

Record 7
{
  "formula": "C2H2Cl2OS",
  "method": "ωB97M-V/def2-TZVPD",
  "species": ["Cl", "Cl", "S", "O", "C", "C", "H", "H"],
  "xyz": [[-0.93, 0.27, -1.50], [0.85, 2.10, 0.12], [-1.50, 0.84, 1.28], [0.78, -1.80, -0.89], [1.26, -1.22, 0.00], [-0.22, 0.66, 0.12], [2.25, -1.27, 0.31], [-2.49, 0.42, 0.56]],
  "nbo_charge": [-0.009, -0.019, 0.085, -0.427, 0.488, -0.414, 0.160, 0.135],
  "max_force_ev_per_a": 4.69,
  "e_lumo_ev": [-0.594, -0.484],
  "homo_ev": [-8.35, -8.33],
  "e_above_lowest_ev": 3.502,
  "mol_weight_g_mol": 145.01,
  "e_tot_ha": -1471.085179
}

=====

Record 8
{
  "formula": "CH3ClNO",
  "method": "ωB97M-V/def2-TZVPD",
  "species": ["Cl", "O", "N", "C", "H", "H", "H"],
  "xyz": [[-0.71, 2.37, -0.80], [-0.39, 0.05, 2.05], [0.41, 0.34, 0.80], [-0.40, -0.71, 0.85], [0.73, -1.30, -1.37], [0.04, 1.17, 0.23], [0.33, -1.92, -1.76]],
  "nbo_charge": [-0.807, -0.464, -0.447, 0.334, 0.018, 0.388, -0.022],
  "max_force_ev_per_a": 2.65,
  "e_lumo_ev": 4.534,
  "homo_ev": -4.71,
  "e_above_lowest_ev": 6.070,
  "mol_weight_g_mol": 80.49,
  "e_tot_ha": -629.978390,
  "charge": -1
}